A | DFT (wB97M-V/def2-TZVPD) results for the molecule C7H12.

The geometry in XYZ format:
```
19
Properties=species:S:1:pos:R:3:mulliken_charge:R:1
C -1.3833 2.1246 -0.6067 -1.15
C -0.2318 1.4297 0.1782 -0.49
C -0.4071 -0.1016 0.4859 -0.04
C -0.4169 -1.1601 -0.6836 -0.85
C 0.6614 -1.9807 0.0247 -0.15
C 1.8792 -1.1419 0.2080 -0.66
C 0.7138 -0.9627 1.1496 -0.42
H -1.0636 3.1160 -0.9637 0.35
H -2.2899 2.3109 -0.0101 0.31
H -1.6963 1.5586 -1.4914 0.30
H 0.7024 1.5774 -0.3638 0.29
H -0.1334 1.9893 1.1261 0.34
H -1.3199 0.0055 1.0626 0.40
H -0.0830 -0.7450 -1.6409 0.31
H -1.3397 -1.7284 -0.8512 0.30
H 0.7019 -3.0681 0.0890 0.37
H 2.7561 -1.6432 0.6134 0.27
H 2.1046 -0.3751 -0.5308 0.13
H 0.8455 -1.2052 2.2046 0.39
```

## Properties
HOMO energy   -9.528 eV
Total charge   0
Gap between HOMO and LUMO   10.7 eV

***

B | DFT (wB97M-V/def2-TZVPD) results for the molecule C7H12.

The geometry in XYZ format:
```
19
Properties=species:S:1:pos:R:3:mulliken_charge:R:1
C 1.9761 1.1653 -0.2242 -1.17
C 1.5093 -0.0403 0.4796 -0.31
C 0.0419 -0.5558 -0.0608 0.41
C 0.0167 -1.7879 -0.7355 -0.89
C -0.9571 -0.0880 1.4268 -1.38
C -0.9123 0.4294 0.0184 0.70
C -2.2149 0.5137 -0.8376 -1.31
H 3.0519 1.3058 -0.4365 0.34
H 1.7744 2.1093 0.2721 0.33
H 1.5500 1.2496 -1.1834 0.34
H 2.1892 -0.9421 0.4357 0.39
H 1.4094 0.1160 1.5666 0.28
H -0.5240 -2.5782 -0.1935 0.24
H 0.5939 -2.0082 -1.6310 0.31
H -0.7989 -1.0714 1.8347 0.37
H -1.0541 0.5321 2.2793 0.33
H -2.6662 1.5000 -0.7582 0.34
H -2.0408 0.3452 -1.8597 0.39
H -2.9445 -0.1944 -0.3927 0.30
```

## Properties
HOMO energy   -7.176 eV
Total charge   0
Gap between HOMO and LUMO   5.8 eV

***

C | DFT (wB97M-V/def2-TZVPD) results for a structure of composition C7H12.

The geometry in XYZ format:
```
19
Properties=species:S:1:pos:R:3:mulliken_charge:R:1
C 1.7982 -0.2334 -0.9594 -1.25
C 1.0978 0.8906 -0.2162 -0.17
C -0.6611 1.4439 0.1152 -0.55
C -1.6909 0.4370 -0.3818 -0.57
C -1.2997 -0.9949 0.0247 -0.53
C -0.3036 -0.7921 1.1816 -0.96
C 0.2403 0.6347 1.0104 0.08
H 2.1014 0.0779 -1.9641 0.36
H 2.7113 -0.4844 -0.4047 0.32
H 1.2057 -1.1458 -1.0464 0.28
H 1.7695 1.7308 -0.0311 0.50
H 0.3064 1.5508 -0.8741 0.10
H -2.5691 0.7577 0.2001 0.32
H -1.9765 0.5506 -1.4329 0.38
H -2.1664 -1.5931 0.3268 0.36
H -0.8379 -1.5199 -0.8187 0.22
H 0.4849 -1.5545 1.1969 0.31
H -0.8203 -0.8517 2.1466 0.39
H 0.6100 1.0960 1.9271 0.42
```

## Properties
HOMO energy   -7.834 eV
Total charge   0
Gap between HOMO and LUMO   8.8 eV

***

D | DFT (wB97M-V/def2-TZVPD) results for a cluster of 2 separate species, C7H12 in total.

The geometry in XYZ format:
```
19
Properties=species:S:1:pos:R:3:mulliken_charge:R:1
C 2.3536 0.4636 -1.2918 -1.08
C 0.8587 0.4519 -1.3952 -0.25
C -1.3908 -0.2773 -0.6338 -0.81
C -1.8201 -1.0470 0.3699 -0.30
C -0.7645 -1.2123 1.4409 -0.61
C 0.3026 -0.1719 1.0416 -0.59
C 0.0137 0.1069 -0.4204 0.62
H 2.7686 -0.1311 -2.1147 0.30
H 2.7943 1.4641 -1.3625 0.27
H 2.6875 0.0083 -0.3546 0.28
H 0.4393 0.6325 -2.3857 0.33
H -1.9348 -0.0430 -1.5445 0.37
H -2.0052 1.9248 0.8770 -0.07
H -2.7776 -1.5575 0.4023 0.42
H -1.1553 -1.0531 2.4520 0.30
H -0.3486 -2.2291 1.4160 0.28
H 1.3282 -0.4937 1.2420 0.27
H 0.1400 0.7538 1.6109 0.21
H -1.4896 2.4102 0.6506 0.06
```

## Properties
HOMO energy   -8.111 eV
Total charge   0
Gap between HOMO and LUMO   9.2 eV

***

D takes first place; second place is 0.070 eV up.

***

A | DFT (wB97M-V/def2-TZVPD) results for the molecule C7H12.

The geometry in XYZ format:
```
19
Properties=species:S:1:pos:R:3:mulliken_charge:R:1
C -1.9156 1.1576 -1.1580 -1.11
C -1.4162 0.3134 0.0165 -0.68
C 0.0634 0.0435 0.0282 0.96
C 0.6225 -1.1216 -0.3229 -0.44
C 0.0306 -2.4811 -0.0225 -1.09
C 2.1471 1.0969 1.0269 -0.68
C 0.8706 1.1599 0.6039 -0.60
H -1.9577 0.4965 -2.0281 0.30
H -2.9739 1.3937 -1.0282 0.34
H -1.3317 2.0573 -1.3328 0.33
H -1.6656 0.8240 0.9521 0.45
H -1.9220 -0.6457 -0.0192 0.21
H 1.6897 -1.1980 -0.5123 0.32
H 0.0355 -3.1701 -0.8698 0.29
H 0.5383 -2.9774 0.8030 0.26
H -1.0046 -2.3255 0.2794 0.32
H 2.4126 1.5018 1.9950 0.26
H 2.7519 0.3025 0.6025 0.24
H 0.3573 2.1205 0.6052 0.32
```

## Properties
HOMO energy   -8.074 eV
Total charge   0
Gap between HOMO and LUMO   8.7 eV

***

B | DFT (wB97M-V/def2-TZVPD) results for the molecule C7H12.

The geometry in XYZ format:
```
19
Properties=species:S:1:pos:R:3:mulliken_charge:R:1
C -2.6271 -0.0588 0.0582 -1.49
C -1.1329 -0.3237 0.0151 0.47
C -0.2081 0.3248 -1.0551 -0.87
C 0.9137 0.1728 -0.0117 0.85
C 1.9905 -0.8534 -0.2467 -0.94
C 2.3477 0.5499 0.1667 -0.59
C -0.1614 0.2457 1.0657 -0.89
H -3.1113 -0.4388 -0.8498 0.36
H -2.8590 1.0086 0.1465 0.32
H -3.0857 -0.5763 0.9107 0.36
H -0.9631 -1.4081 -0.0176 0.20
H -0.0775 -0.2057 -2.0033 0.36
H -0.5044 1.3651 -1.2456 0.26
H 2.1601 -1.0701 -1.3031 0.25
H 2.1826 -1.6968 0.4117 0.26
H 2.9038 1.1987 -0.5029 0.24
H 2.6206 0.6510 1.2171 0.24
H -0.3355 1.3263 1.1896 0.25
H -0.0531 -0.2110 2.0546 0.38
```

## Properties
HOMO energy   -9.771 eV
Total charge   0
Gap between HOMO and LUMO   10.9 eV

***

B takes first place; second place is 0.767 eV up.

***

A | DFT (wB97M-V/def2-TZVPD) results for the molecule C7H12.

The geometry in XYZ format:
```
19
Properties=species:S:1:pos:R:3:mulliken_charge:R:1
C -0.5900 -1.8386 -2.2710 -1.25
C 0.0237 -0.4790 -1.9396 -0.45
C 0.0458 -0.1914 -0.4355 -0.51
C 0.6410 1.1776 -0.0817 -0.24
C 0.6532 1.7377 1.3016 -0.65
C 0.2550 0.8604 2.3669 0.21
C -0.2610 1.1463 3.5739 -0.88
H -0.0305 -2.6515 -1.7934 0.31
H -1.6256 -1.8996 -1.9166 0.31
H -0.5955 -2.0279 -3.3500 0.37
H 1.0461 -0.4337 -2.3404 0.32
H -0.5374 0.3107 -2.4584 0.34
H 0.6084 -0.9911 0.0665 0.34
H -0.9776 -0.2411 -0.0401 0.33
H 1.6595 1.2691 -0.5035 0.34
H 0.1175 1.9718 -0.6402 0.32
H 0.5305 -0.1906 2.2442 0.22
H -0.6790 2.0981 3.8839 0.31
H -0.2842 0.3726 4.3333 0.26
```

## Properties
HOMO energy (alpha / beta)   -8.167 / -7.824 eV
Total charge   0
Gap between HOMO and LUMO (alpha / beta)   7.7 / 7.4 eV

***

B | DFT (wB97M-V/def2-TZVPD) results for a cluster of 2 separate species, C7H12 in total.

The geometry in XYZ format:
```
19
Properties=species:S:1:pos:R:3:mulliken_charge:R:1
C 1.0073 1.8880 -0.7740 -0.84
C -0.1282 2.2996 0.1175 -0.01
C -1.2791 1.6416 0.2313 -0.64
C 0.1281 -1.6763 0.1052 0.25
C -1.2293 -2.2184 -0.2436 -0.56
C -0.0125 -2.0919 -1.1127 -0.26
C 0.9301 -1.1296 1.2205 -0.95
H 1.1633 2.6231 -1.5733 0.34
H 0.8139 0.9125 -1.2333 0.17
H 1.9474 1.8238 -0.2121 0.24
H 0.0199 3.2102 0.6996 0.29
H -2.0736 1.9872 0.8875 0.25
H -1.4680 0.7303 -0.3345 0.17
H -2.0762 -1.5358 -0.3777 0.14
H -1.5310 -3.2008 0.1350 0.22
H 0.4013 -2.2902 -2.0897 0.37
H 0.9696 -1.8579 2.0387 0.35
H 1.9524 -0.8984 0.9059 0.23
H 0.4646 -0.2171 1.6097 0.24
```

## Properties
HOMO energy   -9.069 eV
Total charge   0
Gap between HOMO and LUMO   10.2 eV

***

B takes first place; second place is 0.929 eV up.

***

A | DFT (wB97M-V/def2-TZVPD) results for the molecule C3H5NO3.

The geometry in XYZ format:
```
12
Properties=species:S:1:pos:R:3:mulliken_charge:R:1
C -0.7817 1.4078 0.0331 -0.83
C 0.2180 0.3243 -0.2443 0.88
C -0.8833 -1.5180 -0.0707 0.16
H -1.5774 0.8503 0.6265 0.30
H -0.4777 2.1206 0.9251 0.28
H -1.0324 1.8937 -1.0109 0.24
H -1.5503 -2.4510 -0.4953 0.28
H 3.1128 -0.2697 0.3448 0.44
N 1.4941 0.3316 -0.0027 -0.51
O -0.3199 -0.8436 -1.1417 -0.33
O -0.4249 -1.0931 1.0931 -0.52
O 2.2226 -0.7529 -0.0571 -0.38
```

## Properties
HOMO energy   -8.818 eV
Total charge   0
Gap between HOMO and LUMO   9.5 eV

***

B | DFT (wB97M-V/def2-TZVPD) results for a structure of composition C3H5NO3.

The geometry in XYZ format:
```
12
Properties=species:S:1:pos:R:3:mulliken_charge:R:1
C -1.0887 -0.2715 -0.4240 0.46
N 0.9502 1.0795 -0.2758 -0.73
C 0.2879 -1.1387 0.7995 -0.04
C -0.0052 0.3398 0.5119 0.30
O -1.7317 -1.1201 0.2541 -0.55
O -1.3206 0.2806 -1.5896 -0.48
O 0.8207 -1.6101 -0.2574 -0.57
H -0.5938 0.9312 -1.7408 0.37
H 1.6965 0.4474 -0.5723 0.23
H 1.3559 1.8676 0.2146 0.22
H 0.0953 -1.6816 1.7393 0.35
H -0.4665 0.8757 1.3405 0.45
```

## Properties
HOMO energy   -9.848 eV
Total charge   0
Gap between HOMO and LUMO   10.4 eV

***

C | DFT (wB97M-V/def2-TZVPD) results for the molecule C3H5NO3.

The geometry in XYZ format:
```
12
Properties=species:S:1:pos:R:3:mulliken_charge:R:1
N 0.0180 -1.4658 -0.0915 -0.50
C -1.0182 0.7174 0.2859 0.60
O -2.0607 0.7260 0.8630 -0.53
C 0.3864 1.1089 0.7488 -0.28
O 1.2408 0.4918 -0.2050 -0.41
C 0.3796 -0.3506 -0.9172 0.32
O -0.8505 0.3447 -1.0385 -0.40
H -0.7691 -1.9825 -0.4608 0.20
H 0.7568 -2.0329 0.2904 0.19
H 0.4856 2.1954 0.6672 0.24
H 0.6165 0.7780 1.7632 0.26
H 0.8149 -0.5304 -1.9055 0.32
```

## Properties
HOMO energy   -10.361 eV
Total charge   0
Gap between HOMO and LUMO   11.2 eV

***

C takes first place; second place is 1.358 eV up.

***

A | DFT (wB97M-V/def2-TZVPD) results for a cluster of 2 separate species, C6H12NO in total.

The geometry in XYZ format:
```
20
Properties=species:S:1:pos:R:3:mulliken_charge:R:1
C 2.0962 1.2445 0.0884 0.83
C -1.7350 0.3762 -0.1200 -0.64
C -0.9408 -0.8727 -0.2806 0.19
C -0.3509 0.3758 -0.8969 -0.59
C 2.0285 1.3315 1.4899 -0.93
C -0.1356 -1.4999 0.7913 -1.27
N -0.3749 0.3990 -2.4696 -0.13
O 2.5487 1.4793 -0.9429 -0.21
H -2.6968 0.4915 -0.6550 0.26
H -1.8245 0.7678 0.9196 0.20
H -1.4785 -1.6265 -0.8539 0.46
H 1.9234 0.3568 2.0214 0.34
H 1.0427 1.8213 1.8600 0.34
H 2.8298 1.9413 2.0739 0.36
H -0.6970 -2.1693 1.4666 0.40
H 0.2828 -0.7187 1.4596 0.04
H 0.6882 -2.1605 0.3707 0.28
H -0.7813 1.2472 -2.8047 0.32
H -0.9249 -0.5417 -2.4019 0.44
H 0.5716 0.4474 -2.7965 0.31
```

## Properties
HOMO energy (alpha / beta)   -11.828 / -11.827 eV
Total charge   +1
Gap between HOMO and LUMO (alpha / beta)   7.5 / 7.5 eV

***

B | DFT (wB97M-V/def2-TZVPD) results for a cluster of 2 separate species, C6H12NO in total.

The geometry in XYZ format:
```
20
Properties=species:S:1:pos:R:3:mulliken_charge:R:1
O 1.4293 -0.2867 -0.2672 -0.38
C 1.1765 0.3999 -1.1728 0.09
C -0.0797 1.1830 -1.3280 -0.18
C -1.0449 1.3012 -0.2780 -0.33
C -1.4562 0.0210 0.4027 -0.33
C -2.4568 -0.0674 1.2687 -0.05
C -2.8664 -1.2733 2.0318 -1.20
N 4.2825 -0.8250 -0.7943 -0.65
H 1.9040 0.6074 -1.9735 0.41
H -0.2946 1.5917 -2.3141 0.39
H -1.8395 1.8862 -0.7401 0.44
H -0.5702 1.8678 0.5536 0.37
H -0.9716 -0.8629 0.0404 0.35
H -3.0842 0.8219 1.3484 0.34
H -1.9750 -1.8657 2.1821 0.34
H -3.5230 -1.8747 1.4034 0.31
H -3.3846 -1.0849 2.9671 0.36
H 4.4687 -1.5251 -1.4931 0.22
H 3.3726 -0.9530 -0.4046 0.27
H 4.9867 -0.8284 -0.0750 0.23
```

## Properties
HOMO energy   -12.549 eV
Total charge   +1
Gap between HOMO and LUMO   4.2 eV

***

C | DFT (wB97M-V/def2-TZVPD) results for the ion C6H12NO with charge +1.

The geometry in XYZ format:
```
20
Properties=species:S:1:pos:R:3:mulliken_charge:R:1
C -1.9891 -0.0351 0.7317 -0.14
C -2.1777 1.1928 0.2782 -0.43
C -0.1436 1.0954 -0.6813 0.21
C 2.1323 0.5597 0.5577 -1.10
C -1.1918 -1.7148 -0.8493 -0.84
C 0.8541 1.5192 0.4198 -0.43
N -0.7867 -0.7072 0.1539 -0.28
O -1.3345 1.6496 -0.6810 -0.28
H -2.2224 -0.5486 1.6331 0.42
H -2.8138 1.9314 0.7624 0.40
H 0.2936 0.8518 -1.6683 0.37
H 2.6696 0.6877 1.6232 0.28
H 2.8088 0.8650 -0.1601 0.38
H 1.8425 -0.4662 0.4369 0.33
H -1.6890 -2.6124 -0.4018 0.34
H -1.8006 -1.1817 -1.6346 0.33
H -0.2812 -2.1025 -1.4683 0.31
H 1.1930 2.5332 0.1896 0.44
H 0.2329 1.6348 1.3884 0.29
H -0.1577 -1.0870 0.9356 0.39
```

## Properties
HOMO energy   -14.257 eV
Total charge   +1
Gap between HOMO and LUMO   9.9 eV

***

C takes first place; second place is 1.711 eV up.

***

A | DFT (wB97M-V/def2-TZVPD) results for the ion C6H13N2O with charge +1.

The geometry in XYZ format:
```
22
Properties=species:S:1:pos:R:3:mulliken_charge:R:1
C -1.9843 -0.1258 0.3345 0.26
C 1.8470 -1.0513 0.1707 -0.69
C 1.6778 0.3081 1.0409 -0.74
C 0.3975 -1.4413 -0.0570 -0.50
C 0.4327 1.0172 0.5846 -0.52
C -0.2917 0.2072 -1.6400 -1.02
N -2.4984 1.0539 0.3866 -0.21
N -0.2611 -0.0887 -0.1982 0.22
O -2.3568 -1.2348 0.4623 -0.24
H 2.2097 -0.8674 -0.7515 0.37
H 2.5286 -1.7151 0.7958 0.34
H 1.4998 -0.0243 2.0548 0.36
H 2.6217 0.8661 0.9479 0.35
H 0.2663 -1.9151 -1.0930 0.30
H -0.0553 -1.9897 0.8045 0.36
H -0.3043 1.2948 1.3204 0.47
H 0.5963 1.9833 -0.0115 0.34
H -1.0507 -0.5626 -1.8978 0.50
H -0.5909 1.2652 -1.7922 0.32
H 0.7774 0.1025 -2.1300 0.31
H -1.9559 1.8528 0.5148 0.17
H -3.5053 1.0652 0.1533 0.24
```

## Properties
HOMO energy (alpha / beta)   -9.466 / -15.504 eV
Total charge   +1
<S²>   2.012
Gap between HOMO and LUMO (alpha / beta)   6.7 / 7.3 eV
2S+1   3

***

B | DFT (wB97M-V/def2-TZVPD) results for the ion C6H13N2O with charge +1.

The geometry in XYZ format:
```
22
Properties=species:S:1:pos:R:3:mulliken_charge:R:1
C 1.2845 0.1898 0.4191 0.61
C -0.3591 0.0938 0.1491 1.14
C 1.7453 0.3773 1.6182 -0.94
C 2.0141 -0.0243 -0.8805 -1.36
C -0.8364 1.4100 -0.3122 -1.73
C -1.1991 -0.2701 1.4100 -1.61
N -1.6921 -1.0991 -1.5763 -0.65
N -0.7935 -1.0955 -0.6188 1.10
O -0.2778 -2.1291 -0.2575 -0.27
H -1.8097 -0.3974 -2.2259 0.24
H 1.1977 0.4854 2.5161 0.28
H 2.8360 0.3445 1.6952 0.30
H 3.0828 0.1722 -0.9316 0.41
H 1.4859 0.4994 -1.6320 0.35
H 1.9840 -1.0451 -1.2606 0.31
H -1.9171 1.5050 -0.3607 0.48
H -0.5042 1.7200 -1.3756 0.38
H -0.4237 2.2319 0.1919 0.42
H -0.9084 0.3959 2.1722 0.50
H -0.9435 -1.2601 1.8111 0.41
H -2.2385 -0.1221 1.4173 0.38
H -1.7272 -1.9824 -1.9683 0.25
```

## Properties
HOMO energy (alpha / beta)   -13.351 / -13.917 eV
Total charge   +1
<S²>   2.006
Gap between HOMO and LUMO (alpha / beta)   10.5 / 5.0 eV
2S+1   3

***

A takes first place; second place is 0.846 eV up.